[1]
C42H66As3ClN9O2ReS as an isolated structure, computed with wB97M-V/def2-TZVPD.

```
125
Properties=species:S:1:pos:R:3:forces:R:3
Re 1.08264 -1.32552 -0.38601 0.9937 1.0383 1.3055
N 4.43412 -1.13609 2.41656 -0.0607 0.0885 -0.0420
C 3.27925 -1.35573 1.77103 -0.0131 -0.1706 0.5065
S 2.88716 -0.20452 0.46876 -0.9009 -0.4424 -0.8357
N 2.52644 -2.35182 2.11748 -0.0690 0.1935 -0.3711
N 1.40534 -2.48177 1.32410 -0.0738 -0.1093 0.1378
C 0.65206 -3.53232 1.54156 -0.0724 0.0931 -0.2639
C 0.87509 -4.52062 2.59038 -0.0029 -0.1173 0.0265
C 1.06705 -4.13343 3.92021 -0.0285 -0.0053 -0.0083
C 1.24289 -5.09569 4.89655 0.0000 -0.0458 -0.0193
C 1.26958 -6.44312 4.55187 0.0086 0.0102 0.0076
C 1.10200 -6.83549 3.22943 0.0052 0.0328 0.0145
C 0.88565 -5.88023 2.25197 0.0283 0.0095 0.0308
C -0.46548 -3.66515 0.58486 0.0560 0.1659 0.0552
C -1.50646 -4.54700 0.80304 -0.1069 -0.0598 0.0204
C -2.57115 -4.58468 -0.08747 -0.0073 -0.0626 0.0773
C -2.56304 -3.73320 -1.17489 -0.0157 0.0805 -0.0954
C -1.49630 -2.86793 -1.34033 0.0352 -0.1309 0.1820
N -0.46168 -2.81715 -0.48667 -0.0163 -0.3946 -0.3175
H 5.05189 -0.38847 2.15197 0.0079 0.0238 -0.0052
H 4.72551 -1.77365 3.14193 0.0138 -0.0120 -0.0031
H 1.04925 -3.08643 4.18919 0.0116 0.0006 -0.0081
H 1.36331 -4.79931 5.92939 0.0023 -0.0037 0.0009
H 1.42168 -7.19104 5.31873 -0.0055 0.0052 -0.0041
H 1.13345 -7.88316 2.96369 0.0019 0.0022 0.0028
H 0.75868 -6.18914 1.22093 -0.0197 -0.0010 0.0074
H -1.49079 -5.18178 1.67638 -0.0122 0.0083 0.0006
H -3.39754 -5.26339 0.07768 0.0136 -0.0077 -0.0047
H -3.37057 -3.72715 -1.89396 0.0066 0.0089 0.0056
H -1.45958 -2.19786 -2.18229 -0.0033 0.0613 -0.0353
C 2.21719 1.68863 -2.18691 -0.0507 0.0294 0.0214
As 1.10164 0.13958 -2.51165 0.2421 -0.1874 -0.0106
C -0.43558 0.96534 -3.33006 -0.1561 0.0498 0.0464
C 2.04086 -0.64123 -4.04554 -0.0752 -0.0835 0.0305
C 1.79830 -2.11629 -4.41806 0.0296 0.0635 -0.0734
C 0.35007 -2.55100 -4.20451 0.0439 -0.0437 -0.1308
C 2.67932 -3.05771 -3.58160 0.0660 0.0828 -0.0223
As 2.75460 -2.85909 -1.63532 -0.1546 -0.1278 -0.3023
C 2.74957 -4.68109 -1.00277 -0.0897 -0.0344 0.0724
C 4.60522 -2.36230 -1.40747 0.0544 0.0157 0.1123
C 2.25519 -2.32658 -5.87933 0.0263 -0.0585 0.0754
As 1.32118 -1.68057 -7.53927 -0.0078 0.0914 0.0195
C 2.40011 -0.06852 -7.80358 0.0489 0.0180 -0.0524
C -0.28289 -0.72194 -6.93003 -0.0244 -0.0793 0.0274
H 2.21850 2.30982 -3.08164 0.0279 0.0191 0.0044
H 3.23409 1.36273 -1.97091 0.0115 0.0220 -0.0258
H 1.83586 2.25558 -1.33753 -0.0242 -0.0275 0.0022
H -0.06380 1.53225 -4.18253 -0.0598 0.0125 -0.0336
H -0.91502 1.64944 -2.63100 0.0026 0.0331 -0.0065
H -1.15633 0.22708 -3.67651 -0.0224 0.0157 -0.0342
H 3.10480 -0.45461 -3.87363 0.0238 -0.0343 -0.0337
H 1.74787 -0.00871 -4.88370 0.0030 0.0315 -0.0248
H 0.18522 -2.77094 -3.15058 0.0051 -0.0072 0.0713
H 0.13195 -3.46493 -4.76056 0.0390 0.0024 -0.0035
H -0.36412 -1.79805 -4.52073 -0.0925 0.0992 -0.0920
H 3.72543 -2.96317 -3.88083 0.0059 -0.0207 -0.0337
H 2.37724 -4.09060 -3.76407 0.0178 -0.0152 0.0022
H 3.48239 -5.23313 -1.58986 -0.0068 -0.0497 0.0236
H 1.76587 -5.12841 -1.14247 0.0056 -0.0037 -0.0266
H 3.02546 -4.71647 0.05100 0.0099 0.0093 -0.0007
H 5.20373 -3.08274 -1.96373 0.0430 0.0240 0.0021
H 4.88581 -2.40024 -0.35618 -0.0053 0.0060 0.0006
H 4.77419 -1.36147 -1.80160 -0.0092 0.0032 -0.0072
H 2.35798 -3.40186 -6.04661 -0.0365 -0.0144 0.0269
H 3.26045 -1.90817 -5.98944 0.0365 -0.0628 0.0356
H 3.43504 -0.35582 -7.98373 0.0062 0.0295 -0.0326
H 2.35982 0.62800 -6.96476 -0.0167 -0.0216 0.0125
H 2.02848 0.43957 -8.69250 0.0379 0.0169 -0.0085
H -1.07394 -1.41919 -6.66244 -0.0532 0.0152 0.0031
H -0.61746 -0.15649 -7.79996 -0.0311 -0.0068 0.0083
H -0.10835 -0.01494 -6.12042 0.0137 0.0211 0.0466
C 3.16624 2.73413 4.45791 -0.0587 -0.0351 0.0480
N 2.40386 2.05261 3.41769 0.1917 -0.1039 -0.1295
C 2.11939 2.60066 2.20724 -0.1368 0.5267 0.0815
N 2.40163 3.90843 2.05025 0.1357 -0.0403 -0.0797
O 1.56853 1.95686 1.29470 0.0802 -0.4050 0.0936
H 3.25274 2.07086 5.31334 0.0089 -0.0021 0.0136
H 2.64173 3.62783 4.79427 -0.0250 0.0004 0.0054
H 4.17128 3.00788 4.13009 0.0001 -0.0172 -0.0256
H 2.36003 1.04638 3.44327 -0.0666 0.1182 0.0439
H 2.90739 4.45051 2.72667 -0.0099 0.0259 0.0370
H 2.20684 4.32418 1.15549 -0.0882 0.0292 0.0232
C -5.32764 4.33006 3.33557 -0.0261 0.0436 0.0251
C -4.71670 2.92417 3.44167 -0.1069 -0.0538 0.0001
C -4.45015 2.63386 4.92346 -0.0020 0.0076 0.0217
C -5.75266 1.91118 2.91511 -0.0006 0.0194 -0.0084
C -3.39589 2.84480 2.60223 0.0316 -0.0859 -0.0781
O -3.64752 3.08783 1.23080 -0.1280 -0.1662 0.0568
C -2.33318 3.81202 3.13907 -0.0005 0.0718 0.0656
C -1.12386 4.05432 2.24171 0.0540 0.0414 -0.1392
C -1.37613 4.72393 0.90666 0.0728 -0.0328 0.1593
C -0.75220 4.25510 -0.24064 0.0203 0.0321 -0.1356
C -0.92580 4.88843 -1.46783 0.1226 -0.1794 0.1040
C -1.74778 5.99477 -1.55098 -0.0379 0.1060 -0.1773
Cl -1.98263 6.77343 -3.08436 0.0162 -0.0546 0.1274
C -2.37392 6.48824 -0.41832 -0.0488 0.0000 0.1454
C -2.17409 5.85673 0.80119 -0.0665 0.1666 -0.0616
C -2.87294 1.38439 2.68627 0.1157 -0.0802 -0.2189
N -2.08454 0.87579 1.53618 -0.2672 0.2867 0.0487
C -0.89086 0.31923 1.57829 0.1699 -0.2879 0.1604
N -0.59382 -0.19866 0.37773 0.0381 0.2807 -0.4153
C -1.69663 0.14266 -0.37611 -0.0670 -0.1984 0.1058
N -2.61842 0.75837 0.29322 0.1255 -0.0444 0.2378
H -6.29649 4.32740 3.83425 0.0129 0.0170 0.0120
H -5.52018 4.65543 2.30895 -0.0167 -0.0365 0.0005
H -4.72235 5.09354 3.82328 -0.0070 -0.0173 -0.0203
H -5.39557 2.62583 5.46722 -0.0014 0.0025 -0.0160
H -3.81831 3.39219 5.38668 -0.0050 -0.0091 -0.0058
H -3.98993 1.65402 5.07914 -0.0114 0.0141 -0.0026
H -6.75352 2.21761 3.21628 0.0065 -0.0016 0.0217
H -5.60484 0.91149 3.32950 0.0078 0.0098 -0.0118
H -5.74197 1.83932 1.82674 -0.0059 0.0247 -0.0022
H -4.33529 3.75811 1.14186 0.1062 0.0302 0.0197
H -1.96532 3.41638 4.08907 -0.0365 0.1047 0.0642
H -2.79766 4.77079 3.37154 0.0115 -0.0579 -0.0360
H -0.58676 3.11857 2.06784 0.0374 -0.0185 -0.0560
H -0.44000 4.69217 2.80896 0.0608 -0.0333 0.0274
H -0.11160 3.38208 -0.16714 0.0398 -0.0619 -0.0186
H -0.41664 4.54344 -2.35843 -0.0116 -0.0509 -0.0115
H -3.00510 7.36331 -0.49209 0.0130 0.0048 0.0109
H -2.65433 6.26894 1.68185 -0.0018 -0.0081 -0.0252
H -3.70273 0.69058 2.78080 -0.0082 0.0004 -0.0299
H -2.22394 1.27139 3.55220 -0.0053 -0.0422 0.0278
H -0.28624 0.26641 2.46823 0.0669 0.0626 -0.0855
H -1.81993 -0.10893 -1.41159 0.0408 0.0045 -0.0549
```
Positions in Å, forces in eV/Å.

Computed properties:
Net charge = +3
E_LUMO (alpha / beta) = -0.3846 / -0.3631 Eh
Spin multiplicity = 2
E_tot = -270113.0331 eV
HOMO level (alpha / beta) = -13.935 / -13.935 eV
Energy relative to the best compared isomer or geometry (same formula, charge and spin) = 37.4 kcal/mol
Gap between HOMO and LUMO (alpha / beta) = 3.468 / 4.054 eV

[2]
An isolated ion of composition C6H4IN2O2S and charge -1, computed with wB97M-V/def2-TZVPD.

```
16
Properties=species:S:1:pos:R:3:forces:R:3
O 1.96770 -0.95691 -1.03082 -1.5884 -0.3661 -1.5505
C 1.47950 -0.27628 -0.16193 0.0403 1.0206 1.0431
N -0.02116 0.08977 -0.04576 0.5863 -2.6906 -2.1816
C -0.73932 -0.91879 -0.65530 4.1093 0.7079 0.4689
C -1.96233 -0.73823 -1.04932 -3.0786 -0.0602 -0.5383
C -2.56080 0.41015 -0.51765 1.0488 0.4456 0.8827
N -1.92653 1.29151 0.20776 -2.6692 0.2547 -0.4499
C -0.62704 1.19252 0.45882 1.1886 -0.7317 -0.1800
S 0.16178 2.26103 1.38560 0.3389 1.8933 0.8954
O 1.58209 -0.89385 1.45021 0.8165 -0.4856 0.8670
C 2.23738 0.16458 0.97682 0.1031 0.8046 1.9012
I 4.45175 -0.03362 0.43583 0.1637 0.1252 0.3299
H -0.09911 -1.75780 -0.86052 -0.0606 -0.3148 -0.2873
H -2.50899 -1.45527 -1.63528 -0.1258 -0.2025 0.0841
H -3.60468 0.52236 -0.53066 -1.3943 0.3799 -0.5188
H 2.16974 1.09883 1.57219 0.5215 -0.7803 -0.7659
```
Positions in Å, forces in eV/Å.

Computed properties:
Net charge = -1
E_LUMO = 0.1062 Eh
Structure (SMILES) = [O-][C@@]1(n2cccnc2=S)O[C@H]1I
E_tot = -32297.2426 eV
HOMO level = -4.587 eV
Gap between HOMO and LUMO = 7.475 eV

[3]
C6H8OS as an isolated structure, computed with wB97M-V/def2-TZVPD.

```
16
Properties=species:S:1:pos:R:3:forces:R:3
C -0.52915 -0.75643 -1.14228 -3.1725 -0.1383 0.1067
C 0.21555 -0.56127 0.20023 -1.1911 -2.8177 -1.7272
C -0.67825 0.14259 1.19076 -1.0729 2.5621 0.7218
C -1.10560 1.27416 0.12494 -2.7205 3.2345 0.2530
C 1.33340 0.27754 -0.08608 3.1880 0.2364 1.8923
C 1.57458 -1.22749 -0.24730 0.9446 0.2685 4.8661
H 0.15761 -0.63634 -2.07579 -1.4907 -0.8200 1.1402
H -0.19778 0.55786 2.15007 -0.2924 -0.7292 -1.7225
H -1.73556 -0.08073 1.45779 0.9710 -1.3082 -0.0718
H -2.09167 0.67239 -0.48045 3.2395 2.8321 1.6042
H -1.57569 2.51703 0.57414 1.8080 -4.0966 -1.2022
H 1.94218 0.45685 0.90340 -1.3241 0.7698 -2.0845
H 1.67247 -1.76909 -1.15865 -0.1622 -0.4738 -0.2913
H 2.19668 -1.55491 0.73373 -1.1025 0.3711 -3.0143
O -1.78538 -0.88013 -1.13226 4.1881 -0.9164 -1.3246
S 0.60661 1.56797 -1.01226 -1.8103 1.0258 0.8540
```
Positions in Å, forces in eV/Å.

Computed properties:
E_LUMO = 0.0222 Eh
E_tot = -19227.3244 eV
HOMO level = -8.890 eV
Energy relative to the best compared isomer or geometry (same formula, charge and spin) = 160.0 kcal/mol
Gap between HOMO and LUMO = 9.495 eV